1.
One molecule with the formula C18H21ClN4O4 in a non-equilibrium geometry, computed with ωB97M-V/def2-TZVPD.

Output
relative energy (zero: lowest compared OMol25 entry of this formula, charge and spin) = 16.190 eV
frontier orbital gap = 0.2966 Eh
SMILES string = CCn1cc(C2=NO[C@H](C(=O)Nc3cc(OC)c(Cl)cc3OC)C2)c(C)n1
LUMO energy = 0.0066 hartree

Cartesian coordinates (Å):
Cl 6.764 1.414 -1.022
O 2.215 2.048 0.922
O 1.618 -2.717 0.915
O 6.002 -1.323 -1.063
O -0.385 -0.686 2.625
N -1.486 0.163 2.074
N -4.454 1.366 -0.756
N -4.511 0.187 -1.392
N 1.759 -0.343 0.890
C -3.639 -0.711 -0.784
C 5.104 -0.400 -0.578
C 3.227 1.383 0.460
C 5.225 0.777 -0.469
C -2.971 0.062 0.011
C -0.209 -1.799 1.946
C 2.487 3.505 1.074
C -5.343 -0.116 -2.687
C 3.046 -0.088 0.541
C -3.392 2.584 1.210
C 3.891 -1.193 0.025
C 1.207 -1.628 1.251
C -6.568 -0.683 -1.989
C -1.918 -0.478 0.845
C 5.700 -2.631 -0.944
C 4.430 1.682 0.011
C -1.169 -1.718 0.731
C -3.648 1.332 0.116
H 1.555 3.762 1.513
H -4.773 -0.612 -3.275
H -2.026 -2.572 1.105
H 3.391 3.936 1.662
H -0.327 -2.477 2.735
H -6.303 -1.696 -1.708
H -2.275 2.528 1.000
H 4.657 2.777 -0.288
H 5.003 -3.127 -1.440
H 2.506 3.794 0.040
H -5.508 0.900 -2.879
H 1.141 0.302 1.505
H -3.226 -1.612 -1.400
H -0.911 -1.966 -0.298
H -3.455 2.095 2.239
H -4.104 3.317 0.904
H 6.598 -3.239 -1.476
H 5.592 -3.049 0.229
H -7.144 -0.721 -2.935
H -6.967 -0.127 -1.296
H 3.595 -2.198 0.102


2.
C3H7ClO2Si as an isolated structure in a non-equilibrium geometry, computed with ωB97M-V/def2-TZVPD.

Output
relative energy (zero: lowest compared OMol25 entry of this formula, charge and spin) = 2.070 eV
frontier orbital gap = 0.3500 Eh
LUMO energy = 0.0063 hartree

Cartesian coordinates (Å):
Cl -0.790 -2.349 0.862
Si -0.573 -0.438 0.223
O 3.867 0.141 0.296
O 1.616 -0.146 0.702
C -1.288 0.826 1.557
C 2.696 -0.048 -0.045
C -0.887 -0.276 -1.628
H -1.291 -1.148 -2.067
H 2.475 -0.163 -1.151
H 0.024 -0.003 -2.178
H -1.568 0.551 -1.807
H -0.791 0.862 2.502
H -2.303 0.431 1.680
H -1.188 1.760 1.053


3.
C22H43CeN2OP3 as an isolated structure in a non-equilibrium geometry, computed with ωB97M-V/def2-TZVPD.

Output
frontier orbital gap (spin up / spin down) = 0.1098 / 0.1114 Eh
LUMO energy (spin up / spin down) = -0.5655 / -0.5653 hartree
charge = +4

Cartesian coordinates (Å):
Ce -1.593 1.452 -0.691
P 1.019 2.752 -0.715
P -1.726 -2.584 -0.199
P 2.464 -1.586 1.586
O 1.730 -2.085 -1.663
N -1.994 1.223 1.599
N -2.676 2.314 5.514
C -2.344 0.590 3.878
C -2.342 3.370 -1.725
C -0.464 -3.870 -0.612
C 2.556 1.816 -1.089
C -1.706 2.574 -2.735
C 4.070 -2.286 2.008
C 1.732 -1.401 -5.078
C 1.277 -1.481 -2.722
C -1.924 2.546 1.954
C -2.390 1.959 4.236
C -2.093 0.249 2.563
C -2.437 -3.474 1.257
C -0.109 -1.154 -3.002
C 1.254 4.214 -1.812
C 1.405 3.522 0.922
C -0.562 -1.265 -4.309
C -2.101 2.941 3.270
C 2.194 -1.215 -3.792
C 2.437 0.124 2.167
C -2.947 -3.069 -1.488
C 0.354 -1.444 -5.353
C 1.167 -2.620 2.281
H -2.729 3.285 5.787
H 2.160 4.309 0.793
H 1.813 2.785 1.623
H 0.187 -2.120 2.279
H 4.146 -2.372 3.103
H -2.904 -2.767 1.954
H -0.755 2.806 -3.233
H 2.307 0.815 -1.482
H 2.230 4.671 -1.590
H -3.198 -4.195 0.931
H -2.472 -0.172 4.647
H 1.543 0.669 1.840
H 3.236 -1.005 -3.539
H 0.455 4.948 -1.637
H 2.466 0.129 3.263
H -1.882 4.255 -1.255
H -0.861 -4.482 -1.430
H 0.471 -3.391 -0.946
H 2.438 -1.519 -5.898
H 3.191 1.696 -0.200
H 3.324 0.654 1.798
H -2.302 1.824 -3.278
H -0.245 -4.504 0.257
H -0.791 -0.933 -2.166
H -1.627 -3.984 1.794
H 1.472 -2.866 3.305
H -2.017 3.984 3.574
H -0.026 -1.576 -6.365
H -3.433 3.296 -1.651
H 1.260 3.976 -2.886
H -3.197 -4.132 -1.359
H 2.248 -1.636 0.170
H -1.966 -0.780 2.213
H -2.927 1.634 6.218
H -1.642 -1.225 -4.540
H -1.693 3.292 1.165
H 4.882 -1.656 1.632
H -2.503 -2.882 -2.475
H -3.850 -2.451 -1.404
H 4.194 -3.270 1.543
H 1.102 -3.542 1.688
H 0.508 3.977 1.366
H 3.138 2.344 -1.861